Record 1
The following is a DFT calculation (ωB97M-V/def2-TZVPD) of 8 unconnected molecules or ions with the total composition C27H73BNO10.

CARTESIAN COORDINATES (ANGSTROEM)
C  -4.37  -0.63  2.89
C  -3.68  -1.81  2.15
C  -3.00  -1.37  0.85
C  -1.63  -0.73  1.01
C  -0.57  -1.58  1.70
C  0.69  -0.77  2.05
C  0.92  -0.63  3.55
C  0.20  0.59  4.20
C  1.21  1.67  4.65
C  0.70  3.09  4.91
N  0.50  4.09  3.76
C  -0.92  4.61  3.74
C  -1.95  3.61  3.28
O  -1.80  3.29  1.91
C  1.00  3.69  2.42
B  1.07  4.91  1.39
O  0.74  6.16  1.83
O  1.49  4.71  0.12
H  -4.02  -0.58  3.92
H  -4.11  0.31  2.42
H  -5.44  -0.79  2.88
H  -2.96  -2.26  2.83
H  -4.43  -2.56  1.91
H  -3.65  -0.62  0.40
H  -2.95  -2.19  0.14
H  -1.26  -0.50  0.01
H  -1.74  0.22  1.54
H  -0.96  -2.00  2.63
H  -0.32  -2.41  1.05
H  1.55  -1.30  1.63
H  0.67  0.20  1.54
H  1.99  -0.54  3.75
H  0.59  -1.55  4.02
H  -0.32  0.25  5.09
H  -0.54  0.96  3.49
H  2.10  1.66  4.03
H  1.56  1.34  5.63
H  -0.22  3.02  5.48
H  1.43  3.58  5.55
H  1.06  4.89  4.01
H  -1.15  4.90  4.76
H  -0.96  5.50  3.13
H  -2.92  4.06  3.48
H  -1.91  2.69  3.88
H  -2.46  3.76  1.39
H  0.44  2.86  2.00
H  2.03  3.35  2.53
H  1.05  6.82  1.20
H  2.11  3.97  0.06
C  -9.25  0.24  4.65
C  -8.96  -0.98  3.80
O  -7.59  -1.39  3.91
H  -8.60  1.07  4.37
H  -10.29  0.55  4.54
H  -9.08  0.02  5.71
H  -9.12  -0.76  2.75
H  -9.62  -1.81  4.07
H  -7.43  -1.61  4.83
C  -1.38  -1.16  -4.16
C  -0.87  -1.94  -2.97
O  -1.91  -2.28  -2.06
H  -1.88  -0.24  -3.83
H  -0.57  -0.89  -4.84
H  -2.12  -1.74  -4.72
H  -0.14  -1.35  -2.41
H  -0.36  -2.86  -3.31
H  -2.54  -2.83  -2.54
C  2.45  0.19  -1.36
C  3.45  1.26  -1.02
O  3.09  1.89  0.23
H  1.44  0.62  -1.41
H  2.67  -0.27  -2.32
H  2.44  -0.58  -0.59
H  3.45  2.05  -1.77
H  4.45  0.85  -0.96
H  3.11  1.19  0.90
C  -4.01  -6.17  -4.91
C  -2.94  -5.16  -4.56
O  -3.17  -4.57  -3.28
H  -4.99  -5.70  -4.91
H  -3.83  -6.59  -5.90
H  -4.02  -6.99  -4.19
H  -2.94  -4.34  -5.27
H  -1.95  -5.62  -4.57
H  -3.17  -5.26  -2.61
C  7.85  0.36  -1.78
C  7.08  -0.29  -2.92
O  5.74  0.17  -2.99
H  7.36  0.16  -0.83
H  8.87  -0.03  -1.73
H  7.90  1.44  -1.91
H  7.03  -1.37  -2.78
H  7.59  -0.10  -3.87
H  5.76  1.13  -3.14
C  3.68  3.35  -6.03
C  4.04  2.32  -4.98
O  5.28  2.63  -4.33
H  4.47  3.42  -6.78
H  2.75  3.09  -6.52
H  3.56  4.34  -5.58
H  4.18  1.34  -5.42
H  3.25  2.24  -4.23
H  5.20  3.50  -3.92
C  4.14  -3.87  -2.11
C  2.79  -3.41  -2.62
O  2.24  -4.32  -3.58
H  4.84  -3.99  -2.94
H  4.56  -3.15  -1.40
H  4.06  -4.84  -1.61
H  2.89  -2.46  -3.13
H  2.09  -3.28  -1.79
H  2.13  -5.17  -3.15

The total energy is -1904.3509 Eh. Its LUMO energy is -2.433 eV. As for the molar mass: 582.69 g/mol. Its total charge is +1. The calculation puts the highest occupied orbital energy at -11.28 eV. As for the orbital gap: 8.8 eV.

Record 2
The following is a DFT calculation (ωB97M-V/def2-TZVPD) of a single C4H7NO2 molecule.

CARTESIAN COORDINATES (ANGSTROEM)
N  -0.79  -0.09  2.32
C  0.08  -0.39  1.31
O  0.33  -1.55  1.01
C  0.67  0.71  0.46
C  0.74  0.14  -0.98
C  -0.20  -0.67  -1.79
O  -0.09  0.74  -1.95
H  -1.41  -0.84  2.57
H  -1.06  0.85  2.55
H  1.71  0.89  0.78
H  0.17  1.68  0.56
H  1.77  -0.05  -1.26
H  -1.16  -1.08  -1.45
H  0.20  -1.21  -2.65

Its SMILES is NC(=O)C[C@H]1CO1. The total energy is -361.8117 Eh. Its LUMO energy is 0.876 eV. As for the molar mass: 101.10 g/mol. Its total charge is 0. The calculation puts the highest occupied orbital energy at -9.90 eV. Its energy relative to the best compared isomer or geometry (same formula, charge and spin) is 181.6 kJ/mol. As for the orbital gap: 10.8 eV.

Record 3
The following is a DFT calculation (ωB97M-V/def2-TZVPD) of 13 unconnected molecules or ions with the total composition H26O13 at a distorted geometry.

CARTESIAN COORDINATES (ANGSTROEM)
O  0.59  2.13  0.23
H  0.10  1.78  1.01
H  1.17  1.38  0.05
O  -0.66  -0.01  0.48
H  -1.56  0.07  0.86
H  -0.06  -0.46  1.08
O  1.81  -1.14  0.81
H  2.74  -1.38  0.85
H  1.87  -0.27  1.23
O  -3.39  -0.02  0.83
H  -3.76  0.84  1.03
H  -4.11  -0.65  0.85
O  3.19  1.27  1.32
H  4.12  1.16  1.04
H  2.67  1.73  0.65
O  -0.09  -4.38  1.13
H  0.43  -3.56  1.08
H  -0.89  -4.40  0.61
O  2.14  -1.79  -2.05
H  2.19  -1.80  -1.11
H  2.95  -1.88  -2.54
O  2.39  2.47  -1.90
H  1.50  2.14  -1.89
H  2.42  3.34  -1.52
O  -2.24  -2.59  -0.88
H  -1.74  -1.80  -0.47
H  -2.49  -2.27  -1.77
O  -1.89  2.73  1.92
H  -2.07  1.88  2.36
H  -1.00  2.91  2.25
O  -0.35  -2.48  -2.85
H  0.20  -3.23  -3.06
H  0.25  -1.75  -2.81
O  -1.71  2.20  -2.80
H  -1.36  2.36  -1.88
H  -0.93  2.20  -3.41
O  -0.15  1.54  3.62
H  -0.30  0.59  3.56
H  0.66  1.76  3.13

The total energy is -993.6576 Eh. Its LUMO energy is -0.345 eV. As for the molar mass: 234.20 g/mol. Its total charge is 0. The calculation puts the highest occupied orbital energy at -10.09 eV. Its energy relative to the best compared isomer or geometry (same formula, charge and spin) is 303.5 kJ/mol. As for the orbital gap: 9.7 eV.